{
  "formula": "C4H13NO4",
  "method": "ωB97M-V/def2-TZVPD",
  "elements": ["O", "N", "H", "H", "H", "H", "O", "H", "H", "H", "H", "H", "O", "C", "C", "H", "C", "H", "H", "C", "H", "O"],
  "positions_angstrom": [[1.744, 2.458, -1.081], [1.595, -0.121, -0.279], [-0.775, 0.087, 3.082], [0.497, -1.177, -3.120], [1.043, -1.211, -1.659], [0.008, -1.054, 1.959], [-1.890, -1.592, -0.828], [-1.855, -0.722, 0.594], [0.968, 1.318, 1.906], [-0.603, 1.904, 1.424], [-2.240, -2.474, -0.814], [-1.051, -1.620, -1.352], [0.473, -1.670, -2.303], [0.644, 2.047, -0.821], [0.065, 1.043, 1.348], [-0.263, 2.630, -1.049], [-0.602, -0.146, 2.033], [-0.437, 0.249, -0.559], [1.716, -0.719, 0.525], [0.428, 0.736, -0.106], [2.433, 0.433, -0.409], [-1.898, -0.399, 1.510]],
  "atomic_forces_ev_per_a": [[-0.011, 0.133, -0.200], [-0.142, -0.172, -0.044], [0.267, -0.070, 0.113], [0.085, 0.209, -0.244], [0.398, 0.404, 0.157], [0.194, 0.021, 0.100], [0.645, 0.539, -0.582], [0.040, -0.281, 0.038], [0.086, -0.013, -0.164], [-0.161, -0.066, -0.123], [-0.173, -0.570, 0.008], [-0.455, -0.265, -0.032], [-0.476, -0.576, 0.093], [0.266, -0.235, 0.208], [0.218, -0.073, 0.468], [-0.069, 0.085, 0.015], [-0.953, 0.052, -0.374], [-0.098, 0.149, -0.106], [0.116, -0.059, 0.130], [0.021, 0.162, -0.096], [0.004, 0.148, 0.064], [0.200, 0.477, 0.572]],
  "lowdin_charge": [0.07, 0.05, 0.12, 0.05, 0.00, 0.11, -0.05, 0.01, 0.13, 0.12, 0.06, 0.02, -0.06, -0.21, -0.14, 0.14, -0.26, 0.12, 0.09, -0.36, 0.09, -0.08],
  "multiplicity": 1,
  "homo_energy_ev": -9.93,
  "e_tot_ev": -14038.969
}